The following is a quantum chemistry calculation of a molecular structure, C13H17BaF9NO4S, from the Open Molecules 2025 dataset.

Last column: Löwdin spin population.
Element x y z (Å)
Ba 1.32 4.14 -0.80  0.813
F -0.09 2.17 -1.72  0.022
O 2.84 1.76 0.17  0.030
S 3.64 0.75 -0.58  0.028
O 5.11 0.81 -0.67  0.003
O 3.19 -0.78 -0.11  0.003
C 1.80 -0.96 0.18  0.002
C 1.51 -0.95 1.67  0.001
C 3.05 0.76 -2.33  0.015
H 1.60 -1.98 -0.13  0.000
H 1.10 -0.30 -0.35  0.001
H 2.06 -1.69 2.24  0.000
H 0.46 -1.21 1.85  0.000
H 1.66 0.07 2.03  0.001
H 2.01 0.42 -2.31  0.001
H 3.66 0.10 -2.96  0.001
H 3.11 1.78 -2.69  0.023
N 0.43 3.16 1.75  0.013
C 0.44 3.79 2.95  0.016
C -0.48 3.56 3.92  0.001
C -1.34 2.49 3.80  0.002
C -1.26 1.75 2.60  0.001
C -0.37 2.09 1.61  0.006
H 1.12 4.61 3.05  0.010
H -0.44 4.13 4.83  0.000
H -1.98 2.28 4.65  0.000
H -1.91 0.90 2.46  0.000
H -0.28 1.55 0.68  0.001
C -1.53 -1.13 -1.58  0.001
C -1.03 -1.66 -2.93  0.000
C -1.29 -0.52 -3.97  0.001
F -1.01 -0.95 -5.23  0.000
F -2.51 0.04 -4.01  0.000
F 0.23 -1.90 -2.73  0.000
F -1.55 -2.81 -3.31  0.000
O -1.39 -2.12 -0.58  0.000
C -2.57 -2.74 -0.03  0.000
C -2.19 -3.69 1.15  0.000
F -1.41 -3.07 2.05  0.000
F -3.25 -4.11 1.78  0.000
F -3.46 -1.75 0.42  0.000
F -3.28 -3.41 -0.94  0.000
H -2.59 -0.92 -1.66  0.000
H -1.06 -0.22 -1.21  0.001
H -0.53 0.23 -3.76  0.001
H -1.54 -4.47 0.74  0.000

Calculated values
* total charge: 0
* spin multiplicity: 2
* HOMO energy (alpha / beta): -4.115 / -10.593 eV
* frontier orbital gap (alpha / beta): 4.1 / 10.6 eV
* relative energy (zero: lowest compared OMol25 entry of this formula, charge and spin): 0.0 kcal per mole
* LUMO (alpha / beta): 0.0 / 0.0 eV



The following is a quantum chemistry calculation of a molecular structure, C13H17ClErF4O5S, from the Open Molecules 2025 dataset.

Last column: Löwdin spin population.
Element x y z (Å)
C 0.82 1.93 2.06  0.000
C 0.84 2.38 0.62  0.000
F 2.06 2.83 0.25  0.000
C 0.38 1.33 -0.42  0.001
C 0.97 -0.03 -0.04  0.000
C 1.15 -1.01 -1.21  0.000
C 1.59 -2.43 -0.79  0.000
C 2.16 -2.54 0.62  0.000
S 3.83 -1.90 0.83  0.000
O 3.76 -0.58 1.38  0.000
O 4.53 -2.84 1.60  0.000
Cl 4.67 -1.92 -1.03  0.000
O 0.73 1.78 -1.79  -0.001
C -0.32 2.18 -2.41  -0.001
O -0.39 2.35 -3.62  -0.007
O -1.32 2.35 -1.57  0.000
C -1.14 1.23 -0.65  0.004
C -2.11 1.10 0.50  0.034
C -3.51 0.50 0.03  0.038
C -4.04 -0.47 0.99  0.319
F -4.59 -0.03 2.06  0.126
C -4.02 -1.87 0.83  0.278
F -3.30 -2.43 -0.06  0.091
F -4.74 -2.63 1.54  0.097
H 1.62 1.23 2.27  0.000
H 1.02 2.79 2.67  0.000
H -0.11 1.45 2.35  0.000
H 0.13 3.21 0.54  0.000
H 0.35 -0.51 0.70  0.000
H 1.96 0.16 0.36  0.000
H 0.19 -1.09 -1.74  0.000
H 1.85 -0.62 -1.95  0.000
H 0.71 -3.07 -0.82  0.000
H 2.31 -2.85 -1.48  0.000
H 1.52 -2.13 1.39  0.000
H 2.25 -3.60 0.86  0.000
H -1.23 0.34 -1.29  0.000
H -1.68 0.42 1.22  0.001
H -2.30 2.07 0.93  0.001
H -4.21 1.33 0.01  0.006
H -3.40 0.07 -0.96  0.003
Er 1.03 1.51 -4.78  2.012

Calculated values
* total charge: +3
* spin multiplicity: 4
* HOMO energy (alpha / beta): -17.979 / -17.979 eV
* frontier orbital gap (alpha / beta): 6.6 / 4.9 eV
* LUMO (alpha / beta): -11.4 / -13.1 eV



The following is a quantum chemistry calculation of 2 unconnected molecules or ions with the total composition C13H17ClO9P2, from the Open Molecules 2025 dataset.

Last column: Löwdin charge in e.
Element x y z (Å)
C 6.70 -3.23 0.77  0.004
C 6.30 -2.97 -0.48  -0.148
C 4.84 -2.58 -0.65  -0.150
C 4.44 -1.35 -0.33  -0.278
P 5.59 -0.03 0.33  0.633
O 5.61 1.19 -0.83  -0.344
Cl 4.67 0.75 2.07  0.144
C 2.93 -1.07 -0.53  -0.341
O 2.53 -0.05 -1.01  0.140
C 2.01 -2.22 -0.10  -0.127
C 0.72 -1.94 0.68  -0.029
C -0.45 -1.44 -0.20  -0.498
O -1.02 -2.16 -0.93  0.162
O -0.81 -0.12 -0.03  0.080
C 2.41 -3.46 -0.39  0.079
C 3.75 -3.58 -1.14  -0.314
O 3.94 -4.36 -2.00  0.150
H 5.96 -3.62 1.49  0.083
H 7.75 -3.10 1.08  0.075
H 7.01 -3.07 -1.31  0.117
H 5.18 0.83 -1.62  0.050
H 0.98 -1.20 1.47  0.131
H 0.47 -2.87 1.23  0.136
H -0.61 0.07 0.90  0.117
H 1.84 -4.36 -0.14  0.139
C -3.91 4.19 -1.28  -0.100
O -5.04 3.80 -0.50  -0.217
P -4.80 3.08 0.91  0.353
O -3.65 3.59 1.66  -0.223
O -4.74 1.53 0.56  -0.215
C -3.55 1.02 -0.04  -0.099
O -6.19 3.23 1.63  -0.193
C -7.34 2.61 1.06  -0.095
H -3.92 5.28 -1.40  0.091
H -2.97 3.90 -0.82  0.081
H -3.99 3.73 -2.26  0.088
H -2.66 1.45 0.42  0.071
H -3.55 1.24 -1.11  0.094
H -3.53 -0.06 0.09  0.088
H -7.32 1.53 1.26  0.087
H -7.39 2.78 -0.02  0.086
H -8.23 3.04 1.52  0.090

Calculated values
* total charge: 0
* HOMO energy: -8.950 eV
* SMILES: C=CC1=C(P(O)Cl)C(=O)C(CC(=O)O)=CC1=O.COP(=O)(OC)OC
* frontier orbital gap: 7.6 eV
* LUMO: -1.3 eV



The following is a quantum chemistry calculation of a molecular structure, C13H17FeN2O4, from the Open Molecules 2025 dataset.

Last column: Löwdin spin population.
Element x y z (Å)
C 2.80 1.32 -0.54  0.013
O 1.69 1.08 0.31  0.173
C 0.41 0.98 -0.18  0.334
C -0.59 1.04 0.78  0.590
C -1.97 1.40 0.40  0.090
C -2.34 1.18 -1.08  0.067
C -1.19 1.02 -1.99  0.411
C 0.11 0.89 -1.58  0.173
Fe 0.83 -0.90 2.18  1.803
C -0.70 -1.29 2.90  0.034
O -1.83 -1.49 3.11  -0.004
C 1.83 -1.21 3.57  0.060
O 2.44 -1.54 4.50  0.018
C 1.09 -2.51 1.60  0.048
O 1.25 -3.64 1.39  0.013
H 3.44 1.97 0.06  0.002
H 3.32 0.37 -0.71  0.006
H 2.54 1.82 -1.48  0.002
H -0.32 1.19 1.84  0.033
H -2.70 0.80 0.96  0.019
H -2.12 2.45 0.72  0.028
H -3.00 0.28 -1.09  0.022
H -1.40 1.06 -3.06  0.018
H 0.90 0.72 -2.32  0.002
C -2.41 3.51 -1.86  0.014
N -3.20 2.28 -1.53  0.015
C -4.05 1.88 -2.67  0.000
N -4.20 2.54 -0.42  0.007
C -4.20 3.62 0.28  0.003
H -1.80 3.28 -2.74  0.006
H -3.12 4.30 -2.12  0.001
H -1.78 3.81 -1.02  0.001
H -4.64 2.77 -2.94  0.000
H -3.42 1.58 -3.51  0.000
H -4.71 1.07 -2.34  0.001
H -5.08 3.80 0.92  0.000
H -3.34 4.32 0.37  0.001

Calculated values
* total charge: +1
* spin multiplicity: 5
* HOMO energy (alpha / beta): -9.582 / -11.291 eV
* frontier orbital gap (alpha / beta): 5.9 / 5.7 eV
* LUMO (alpha / beta): -3.7 / -5.6 eV



The following is a quantum chemistry calculation of 2 unconnected molecules or ions with the total composition C13H17IN, from the Open Molecules 2025 dataset.

Last column: Löwdin charge in e.
Element x y z (Å)
C -1.27 2.88 -2.73  0.157
C -0.68 2.98 -1.70  -0.103
C 0.57 -4.70 0.60  -0.020
C 1.52 -3.91 1.28  -0.032
C 0.06 -4.38 -0.67  -0.068
C 1.79 -2.65 0.78  -0.037
C 0.32 -3.14 -1.14  -0.083
C 1.26 -2.29 -0.48  -0.377
C 0.31 1.65 1.65  -0.014
C -2.00 2.30 0.73  0.032
C 0.09 2.75 -0.45  -0.147
C 1.66 -1.10 -1.06  0.161
C -0.66 0.39 -0.18  -0.497
N -0.61 1.75 0.43  -0.424
I -1.56 -1.21 1.00  0.918
H -2.02 2.83 -3.49  0.053
H 0.37 -5.70 0.92  0.108
H 2.08 -4.21 2.17  0.125
H -0.68 -4.86 -1.30  0.126
H 2.44 -1.99 1.20  0.087
H 0.05 -3.07 -2.16  0.114
H -0.35 1.28 2.41  0.061
H 1.16 1.00 1.57  0.100
H 0.47 2.68 1.92  0.100
H -1.87 3.41 0.92  0.143
H -2.46 2.14 -0.15  0.049
H -2.30 1.70 1.57  0.070
H 0.36 3.63 0.12  0.126
H 1.03 2.23 -0.76  0.149
H 2.46 -0.59 -0.56  0.076
H 1.44 -0.76 -2.04  0.075
H -1.31 0.47 -0.97  -0.028

Calculated values
* total charge: +1
* HOMO energy (alpha / beta): -11.487 / -10.816 eV
* frontier orbital gap (alpha / beta): 6.9 / 5.9 eV
* relative energy (zero: lowest compared OMol25 entry of this formula, charge and spin): 34.4 kcal per mole
* LUMO (alpha / beta): -4.5 / -4.9 eV



The following is a quantum chemistry calculation of 2 unconnected molecules or ions with the total composition C13H17NOS, from the Open Molecules 2025 dataset.

Last column: Löwdin charge in e.
Element x y z (Å)
C 4.46 0.48 -0.71  -0.140
C 3.12 -0.18 -0.74  -1.043
S 2.27 -0.28 0.71  0.545
O 2.68 -0.62 -1.83  -0.163
H 5.06 0.07 -1.52  0.068
H 4.34 1.55 -0.90  0.073
H 4.97 0.36 0.25  0.055
C 0.64 -0.17 -3.86  -0.025
N -0.11 0.25 -2.67  -0.153
C -0.85 1.49 -2.80  -0.023
C -0.08 -0.42 -1.54  -0.072
C -0.73 -0.03 -0.36  -0.111
C -0.85 -0.93 0.68  -0.055
C -1.44 -0.65 1.95  -0.216
C -1.93 -1.71 2.75  -0.022
C -2.50 -1.46 3.99  -0.077
C -2.56 -0.14 4.48  -0.069
C -2.09 0.92 3.70  -0.071
C -1.55 0.68 2.44  -0.011
H 0.11 0.21 -4.73  0.085
H 1.65 0.25 -3.84  0.096
H 0.72 -1.26 -3.89  0.106
H -0.89 1.73 -3.87  0.089
H -1.87 1.38 -2.41  0.100
H -0.35 2.32 -2.27  0.112
H 0.52 -1.34 -1.51  0.137
H -1.15 0.99 -0.29  0.109
H -0.51 -1.96 0.50  0.126
H -1.86 -2.73 2.36  0.117
H -2.90 -2.28 4.59  0.106
H -2.98 0.05 5.47  0.105
H -2.14 1.94 4.07  0.107
H -1.18 1.49 1.81  0.113

Calculated values
* total charge: 0
* HOMO energy: -6.406 eV
* frontier orbital gap: 5.2 eV
* relative energy (zero: lowest compared OMol25 entry of this formula, charge and spin): 59.1 kcal per mole
* LUMO: -1.2 eV



Number 1: DFT total energy -2183.7147 hartree, largest force on an atom 3.2 eV/Å. Number 2: DFT total energy -3153.4178 hartree, largest force on an atom 3.8 eV/Å. Number 3: DFT total energy -2325.6682 hartree, largest force on an atom 2.3 eV/Å. Number 4: DFT total energy -2179.2264 hartree, largest force on an atom 5.5 eV/Å. Number 5: DFT total energy -857.5174 hartree, largest force on an atom 4.6 eV/Å. Number 6: DFT total energy -1033.6752 hartree, largest force on an atom 2.1 eV/Å.